# 1
Molecular formula: C6H10O2
Method: DFT, ωB97M-V/def2-TZVPD

F_max = 0.1573 Eh/bohr
gap between HOMO and LUMO = 10.4 eV

Last column: Mulliken charge in e.
Atoms and positions in Å:
C: -0.48525 -0.92005 1.93438  -1.051
C: -1.06916 -0.14017 0.67526  0.482
C: -0.12288 -1.00359 -1.41148  -0.422
C: 0.67546 0.07775 -0.73060  0.043
C: 1.27627 1.43603 -0.74880  -0.564
C: -0.34555 0.87575 0.05367  -0.191
H: -0.92837 -1.97989 2.02262  0.292
H: 0.65814 -0.69568 1.76769  0.263
H: -0.56555 -0.35537 3.02315  0.280
H: -2.21921 0.12412 0.87418  0.270
H: -0.45854 -0.97557 -2.53728  0.215
H: 0.37058 -2.04175 -1.26252  0.270
H: 1.38204 -0.64586 -0.27789  0.237
H: 1.01430 2.15635 -1.43802  0.341
H: 2.38505 1.79931 -0.61828  0.218
H: -0.85827 1.15229 -1.24636  0.186
O: -1.41581 -0.76561 -0.48085  -0.439
O: 0.70676 1.90192 0.40112  -0.430

=====

# 2
Molecular formula: C22H13BrF9N5O2Pd
Method: DFT, ωB97M-V/def2-TZVPD

F_max = 0.0071 Eh/bohr
gap between HOMO and LUMO (alpha / beta) = 6.4 / 6.4 eV

Last column: Mulliken charge in e.
Atoms and positions in Å:
Pd: -0.38720 2.21271 0.47053  0.877
Br: 3.04702 -5.41384 -5.06684  -0.179
C: 1.91610 -5.37723 -3.54899  0.074
C: 2.14683 -6.25585 -2.50552  -0.474
C: 1.30942 -6.22975 -1.40000  -0.277
C: 0.28233 -5.30185 -1.32430  -0.027
C: 0.04238 -4.44160 -2.39095  0.118
C: 0.85920 -4.48133 -3.50932  -0.525
N: -0.61328 -5.38696 -0.20391  -0.673
N: -0.91480 -4.39539 0.47450  -0.231
C: -0.26151 -3.13654 0.34349  -0.118
C: 1.09921 -2.95818 0.19698  -0.324
C: 1.69488 -1.69773 0.20143  -1.064
C: 0.93910 -0.52955 0.34541  0.922
O: 1.41756 0.65944 0.38126  -0.967
C: -0.48263 -0.72001 0.50719  0.306
N: -1.24558 0.40716 0.63852  -0.121
C: -2.54408 0.32084 0.83479  -0.101
C: -3.19694 -0.91499 0.91240  -1.055
C: -2.47194 -2.06426 0.76603  -0.428
C: -1.07749 -1.99832 0.54747  0.814
H: 2.96051 -6.96569 -2.56219  0.415
H: 1.45330 -6.92542 -0.58282  0.419
H: -0.78383 -3.74372 -2.34943  0.393
H: 0.67831 -3.81818 -4.34403  0.414
H: 1.73642 -3.82710 0.09479  0.436
H: 2.76775 -1.60150 0.09705  0.466
H: -3.08554 1.25397 0.93240  0.498
H: -4.26328 -0.93830 1.08572  0.413
H: -2.94551 -3.03517 0.82190  0.522
N: 0.94822 1.57031 2.96290  0.065
C: 1.00569 1.47644 4.29850  -0.200
C: -0.07309 2.17177 4.80399  -0.830
C: -0.74788 2.65977 3.67653  -0.687
N: -0.10982 2.28820 2.57652  0.000
H: 1.50974 1.14710 2.21819  0.239
H: 1.79845 0.93493 4.78594  0.464
H: -0.33128 2.31312 5.83859  0.384
H: -1.63370 3.26893 3.61042  0.519
F: -1.91720 4.98904 0.69699  -0.275
C: -1.56464 4.89695 -0.58909  0.621
F: -2.03741 5.96620 -1.22262  -0.258
F: -2.21306 3.81220 -1.08362  -0.247
C: -0.00804 4.70958 -0.71285  0.845
O: 0.48591 3.96942 0.31658  -0.961
C: 0.31321 4.03129 -2.07764  0.764
F: 1.60821 4.10074 -2.36239  -0.263
F: -0.37061 4.55209 -3.10077  -0.275
F: -0.00861 2.71435 -2.00943  -0.211
C: 0.66531 6.10967 -0.64714  0.526
F: 0.16720 6.80275 0.38566  -0.261
F: 1.97672 5.99628 -0.46694  -0.232
F: 0.45998 6.82322 -1.76187  -0.253

=====

# 3
Molecular formula: C32H32Cl2N4O5PdSb
Method: DFT, ωB97M-V/def2-TZVPD

F_max = 0.0472 Eh/bohr
gap between HOMO and LUMO = 3.8 eV
total charge = +1

Last column: Mulliken charge in e.
Atoms and positions in Å:
Pd: 1.32327 0.04725 -0.00395  -0.043
C: -3.04110 0.22991 2.93080  -1.251
C: -1.76582 -0.55667 3.02147  0.553
C: -1.76333 -1.92988 2.81037  -0.565
C: -0.56645 -2.62169 2.83028  -0.449
C: 0.60315 -1.93798 3.12558  -0.336
C: 0.45289 -0.60009 3.38710  0.651
N: -0.63681 0.10382 3.32727  -0.274
Sb: 1.94346 2.72522 2.19629  1.494
C: 0.08956 2.50352 1.29383  0.072
C: -0.99517 3.08225 1.93541  -0.799
C: -2.18854 3.14617 1.21491  -0.666
C: -2.20870 2.68044 -0.08071  -0.482
C: -1.06229 2.09315 -0.65215  0.491
C: -1.03407 1.69847 -2.08930  -1.107
N: 0.05502 1.97947 0.06295  0.303
C: 3.28800 2.63989 0.58485  -0.273
C: 4.49558 3.29924 0.74146  -0.916
C: 5.36684 3.30888 -0.34932  -0.612
C: 4.96392 2.70617 -1.51699  -0.801
C: 3.71421 2.05899 -1.59025  0.627
C: 3.21761 1.48717 -2.88179  -1.200
N: 2.92126 2.00269 -0.52843  0.793
H: -3.68319 0.01377 3.78653  0.403
H: -3.59098 -0.03997 2.02865  0.280
H: -2.82884 1.29662 2.92196  0.176
H: -2.69541 -2.44253 2.61185  0.386
H: -0.53833 -3.68026 2.61127  0.411
H: 1.56808 -2.42489 3.15469  0.551
H: -0.92020 3.45395 2.95025  0.423
H: -3.07850 3.56926 1.66333  0.442
H: -3.10661 2.76510 -0.68085  0.538
H: -0.95856 2.60839 -2.69419  0.463
H: -1.94369 1.18107 -2.38137  0.275
H: -0.17609 1.06603 -2.29209  -0.130
H: 4.74854 3.80241 1.66753  0.485
H: 6.33024 3.79693 -0.28141  0.449
H: 5.60292 2.71897 -2.39024  0.493
H: 4.03841 1.13337 -3.50493  0.446
H: 2.69162 2.26886 -3.43569  0.326
H: 2.51888 0.67769 -2.70015  -0.038
O: 4.76815 -0.19764 0.72011  -0.447
C: 4.29802 -0.07796 1.80958  -0.063
C: 5.05566 0.18424 3.10335  -0.779
C: 3.95873 0.18918 4.16157  -0.529
C: 2.71754 0.09963 3.31243  -0.588
O: 1.56795 0.13194 3.92207  -0.365
N: 2.86450 -0.12003 2.05533  1.024
H: 5.56390 1.14417 3.00281  0.270
H: 5.82044 -0.57233 3.26206  0.374
H: 3.95833 1.05044 4.82945  0.312
H: 3.96358 -0.69730 4.79877  0.325
C: -4.35637 -4.10105 -4.15770  -1.392
C: -4.56152 -2.84767 -3.35071  0.845
C: -5.79498 -2.22046 -3.28242  -0.690
C: -5.97455 -1.07980 -2.51247  -0.020
Cl: -7.54048 -0.30940 -2.45559  -0.242
C: -4.93300 -0.56555 -1.77927  -1.142
C: -3.67885 -1.17030 -1.84934  0.022
C: -3.48889 -2.29096 -2.64565  0.466
O: -2.29013 -2.93323 -2.79171  -0.481
C: -1.11222 -2.26654 -2.34630  -0.458
C: -0.99827 -2.13646 -0.83372  0.186
O: -1.35176 -3.06893 -0.13444  -0.680
O: -0.54066 -0.99808 -0.39722  0.876
H: -5.30822 -4.49085 -4.51478  0.402
H: -3.86079 -4.86568 -3.55915  0.310
H: -3.71112 -3.91057 -5.01801  0.291
H: -6.63169 -2.62126 -3.84212  0.379
H: -5.09808 0.29545 -1.14197  0.465
H: -2.87187 -0.77959 -1.25012  0.435
H: -1.03540 -1.27473 -2.80092  0.297
H: -0.28895 -2.89374 -2.68921  0.188
Cl: 2.10737 -2.53748 0.04321  -0.062
C: 2.36251 -1.31087 -1.17207  -1.373
H: 1.85632 -1.60712 -2.08146  0.570
H: 3.41403 -1.06064 -1.21923  0.680